Formula: C31H21NO7S
Source: OMol25
Level of theory: ωB97M-V/def2-TZVPD

## Properties
- Lowest unoccupied orbital energy: -0.0375 hartree

Geometry (Å):
S  -5.638  -4.343  3.582
O  6.683  -3.133  -4.230
O  2.523  -0.547  -2.091
O  -4.341  -3.836  2.613
O  -5.357  -5.719  3.824
O  1.088  4.880  0.437
O  -3.093  2.335  2.587
O  -6.816  -4.243  2.461
N  -8.485  -2.608  2.296
C  -1.224  0.612  -0.726
C  -0.193  6.113  2.594
C  5.020  -0.160  -0.902
C  -2.006  6.047  4.174
C  -8.054  -3.776  3.049
C  -1.719  4.246  2.609
C  -0.363  3.029  0.337
C  -3.982  -2.637  2.968
C  -1.443  2.355  0.911
C  4.363  -2.744  -4.280
C  5.911  -1.695  -2.536
C  1.808  -3.138  -5.294
C  -0.160  1.292  -1.311
C  5.733  -2.570  -3.726
C  -0.888  6.685  3.646
C  4.170  -3.586  -5.368
C  7.354  -0.744  -0.867
C  -0.611  4.898  2.065
C  1.996  -2.288  -4.217
C  -3.797  -1.505  3.269
C  2.896  -3.782  -5.874
C  -1.864  1.142  0.381
C  4.829  -0.999  -1.994
C  3.273  -2.084  -3.709
C  7.172  -1.569  -1.965
C  3.463  -1.157  -2.561
C  -2.417  4.828  3.661
C  0.272  2.495  -0.778
C  -2.161  2.928  2.079
C  6.280  -0.033  -0.341
C  0.122  4.314  0.907
H  4.184  0.389  -0.490
H  -9.408  -2.777  1.926
H  8.008  -2.117  -2.377
H  1.150  -1.786  -3.768
H  5.016  -4.090  -5.817
H  -3.283  4.329  4.074
H  0.812  -3.300  -5.684
H  -8.785  -4.571  2.946
H  -7.894  -3.496  4.091
H  -0.563  7.633  4.054
H  -8.490  -1.820  2.927
H  1.101  3.021  -1.231
H  0.673  6.611  2.180
H  2.748  -4.440  -6.720
H  6.427  0.617  0.511
H  -1.555  -0.332  -1.139
H  -2.694  0.614  0.832
H  0.334  0.880  -2.180
H  8.335  -0.653  -0.420
H  -2.555  6.501  4.988
H  -3.906  -0.514  3.617

Forces on the atoms, in the same order (eV/Å):
S -0.5 0.3 0.2
O 0.0 0.0 0.0
O 0.0 0.0 -0.1
O 0.0 -0.7 -0.2
O 0.1 -0.6 -0.1
O 0.0 0.0 0.0
O 0.0 0.0 0.1
O 0.8 -0.3 0.6
N 0.1 -0.7 0.8
C 0.0 0.1 0.0
C 0.0 0.2 0.1
C 0.1 0.1 0.1
C 0.1 0.0 0.0
C -0.3 1.0 -1.0
C 0.1 0.1 -0.1
C -0.1 -0.1 0.1
C -0.3 -0.3 -0.6
C 0.1 0.1 0.0
C -0.1 0.1 0.1
C -0.1 0.1 0.1
C 0.1 0.0 0.0
C -0.1 0.0 0.0
C 0.3 -0.2 -0.1
C 0.0 0.0 0.0
C -0.1 -0.1 -0.1
C -0.1 0.0 0.0
C -0.1 -0.1 0.0
C -0.1 -0.1 -0.1
C -0.2 0.9 0.5
C 0.0 0.0 0.1
C 0.0 -0.1 -0.1
C 0.1 -0.1 -0.1
C 0.1 -0.1 0.0
C 0.1 0.0 0.1
C -0.3 0.2 0.1
C 0.0 0.1 0.1
C 0.0 -0.1 -0.1
C -0.3 -0.2 0.1
C 0.0 0.0 0.0
C 0.3 0.1 -0.2
H -0.1 -0.1 -0.1
H -0.1 0.3 -0.1
H -0.1 0.0 -0.1
H 0.1 0.1 0.1
H 0.1 0.1 0.1
H 0.0 -0.1 -0.1
H 0.0 0.0 0.0
H 0.1 -0.2 0.2
H 0.1 -0.3 0.1
H 0.0 0.0 0.0
H -0.2 0.3 -0.3
H 0.0 0.1 0.1
H 0.0 -0.1 -0.1
H 0.0 0.0 0.0
H 0.0 0.0 0.0
H 0.0 0.0 0.0
H 0.0 0.1 0.1
H 0.1 0.0 0.1
H 0.0 0.0 0.0
H 0.0 0.0 0.0
H 0.5 0.4 -0.1

Formula: C3H5NO2
Source: OMol25
Level of theory: ωB97M-V/def2-TZVPD

## Properties
- Lowest unoccupied orbital energy: 0.0207 hartree
- Relative energy (zero: lowest compared OMol25 entry of this formula, charge and spin): 69.6 kcal per mole

Geometry (Å):
O  1.415  0.151  1.348
O  -1.387  0.197  -0.400
N  0.396  1.368  -1.525
C  -0.959  -0.603  0.740
C  -0.104  0.635  -0.642
C  0.494  -0.269  0.401
H  -0.309  1.729  -2.166
H  2.040  -0.232  0.682
H  -1.259  -1.648  0.649
H  1.139  -1.007  -0.232
H  -1.334  -0.172  1.678

Forces on the atoms, in the same order (eV/Å):
O 1.0 -0.5 -1.2
O -0.2 0.1 -0.2
N -0.4 -0.1 0.3
C 0.1 -0.3 0.1
C 0.1 0.3 -0.4
C -0.2 -1.2 -1.5
H 0.0 0.1 0.0
H 1.7 1.5 2.6
H -0.1 0.1 -0.1
H -2.3 0.0 0.5
H 0.3 -0.1 -0.2

Formula: C28H79N7O12
Source: OMol25
Level of theory: ωB97M-V/def2-TZVPD

## Properties
- Lowest unoccupied orbital energy: 0.0070 hartree
- Relative energy (zero: lowest compared OMol25 entry of this formula, charge and spin): 148.5 kcal per mole
- Structure (SMILES): CC1(C)CCCC(C)(C)N1O.NC(N)=O.NC(N)=O.NC(N)=O.CCO.CCO.CCO.CCO.CCO.CCO.CCO.CCO

Geometry (Å):
O  -1.400  -4.064  -3.843
O  5.735  1.521  1.396
O  -2.092  2.519  -5.814
O  1.250  -5.583  7.304
O  -4.776  -4.232  5.386
O  4.972  -5.189  2.861
O  -0.200  -5.462  0.321
O  -2.879  7.676  1.190
O  6.122  -1.489  -2.255
O  -7.124  -1.972  -0.119
O  1.804  -0.788  1.715
O  1.993  1.995  5.404
N  0.501  -6.532  2.066
N  -5.241  -3.030  3.539
N  6.060  -6.329  4.592
N  7.165  -5.077  3.246
N  -1.950  3.872  -5.695
N  -1.636  -6.835  1.446
N  -6.692  -3.165  5.026
C  -0.511  -6.116  1.247
C  -0.492  5.718  -5.051
C  1.025  -0.332  0.627
C  -0.631  4.152  -5.151
C  5.974  -5.541  3.517
C  -5.475  -3.455  4.722
C  -0.377  -0.265  1.169
C  -2.901  5.949  -4.729
C  -4.263  4.474  -6.270
C  4.922  -2.055  -2.665
C  -3.874  3.581  -3.888
C  -3.493  5.464  0.692
C  -6.136  -2.638  -2.048
C  0.787  -4.388  6.579
C  1.994  -3.368  6.306
C  -3.541  6.546  1.841
C  3.031  3.733  6.820
C  6.897  0.935  2.062
C  2.316  3.348  5.512
C  7.640  2.058  2.734
C  -6.188  -1.555  -1.008
C  0.399  3.607  -6.130
C  -0.552  -3.038  -4.377
C  -1.510  6.311  -4.166
C  -3.216  4.424  -5.080
C  5.405  -3.091  -3.678
C  -0.767  -2.877  -5.952
C  -0.254  3.484  -3.758
H  -7.095  -2.708  -2.560
H  6.976  2.594  3.412
H  1.738  -2.391  6.716
H  3.678  4.598  6.677
H  1.365  -5.421  8.243
H  -0.220  -3.691  -6.428
H  -5.746  -3.552  -1.600
H  6.922  -6.353  5.117
H  -1.315  7.383  -4.125
H  2.431  3.926  7.709
H  -3.006  8.352  1.860
H  1.401  -6.164  1.792
H  1.757  -1.734  1.561
H  -0.882  3.796  -2.924
H  -3.563  6.364  -3.969
H  3.707  2.941  7.143
H  1.571  0.578  0.376
H  8.425  1.806  3.447
H  -0.402  6.300  -5.968
H  -2.482  5.249  0.348
H  1.360  4.037  -5.846
H  0.999  -1.057  -0.186
H  -7.184  -3.392  5.879
H  -4.537  6.848  2.164
H  -4.192  3.601  -6.919
H  -0.949  -1.161  0.928
H  6.083  -3.825  -3.244
H  -2.955  6.517  -5.657
H  -4.165  5.234  -7.045
H  -5.991  -2.861  2.884
H  -0.738  -2.129  -3.805
H  -5.288  4.429  -5.900
H  -1.802  -7.421  2.251
H  -3.059  6.084  2.702
H  1.770  1.866  4.480
H  -6.408  -0.563  -1.403
H  4.271  -1.265  -3.040
H  0.233  3.965  -7.146
H  7.533  0.648  1.225
H  2.828  -3.655  6.946
H  0.295  2.524  -6.191
H  -0.449  2.414  -3.837
H  0.491  -3.185  -4.097
H  2.338  -3.379  5.271
H  -7.875  -2.118  -0.699
H  0.495  5.888  -4.621
H  -4.280  5.733  -0.013
H  5.937  -0.761  -1.658
H  -0.441  -0.054  2.236
H  -5.479  -2.437  -2.895
H  -2.094  2.531  -6.774
H  4.592  -3.652  -4.138
H  -2.285  -6.860  0.671
H  4.329  -2.420  -1.825
H  0.759  3.758  -3.463
H  1.435  3.971  5.359
H  -0.862  0.594  0.705
H  0.006  -3.858  7.123
H  6.588  0.104  2.696
H  -4.091  2.589  -4.285
H  -1.266  6.003  -3.149
H  7.174  -4.331  2.565
H  5.297  -6.893  4.938
H  -4.736  4.006  -3.374
H  4.924  1.081  1.661
H  -4.327  -3.137  3.123
H  8.014  2.713  1.948
H  -3.134  3.389  -3.112
H  -0.500  -1.851  -6.205
H  5.828  -2.513  -4.499
H  -1.847  -2.950  -6.082
H  0.271  -7.142  2.837
H  -1.205  -4.197  -2.912
H  -7.197  -2.594  4.363
H  3.020  3.446  4.685
H  0.413  -4.707  5.606
H  7.890  -5.330  3.903
H  -3.760  4.472  1.057
H  -5.157  -1.524  -0.656

Forces on the atoms, in the same order (eV/Å):
O 0.2 0.0 -0.8
O 0.3 -0.2 0.3
O -0.3 -1.8 -1.1
O -0.6 0.6 -1.1
O 0.4 1.2 0.0
O 0.9 -1.2 1.2
O -0.6 3.1 -3.5
O -0.6 -0.7 1.8
O 1.1 0.9 1.0
O -1.4 0.0 2.1
O 1.1 -1.4 -0.1
O -0.7 -1.2 0.7
N -0.3 0.3 1.0
N 2.8 2.0 -5.8
N -1.0 -1.9 1.9
N 2.5 1.3 -1.1
N -1.0 2.4 1.7
N -2.0 0.3 -0.4
N -5.4 1.7 1.8
C 1.9 -3.8 2.1
C 1.8 -1.1 0.0
C 0.0 0.0 1.0
C 0.6 1.3 0.7
C -3.1 1.0 -1.1
C 1.6 -4.5 3.1
C -1.1 1.5 -0.7
C 0.5 -0.1 1.0
C 0.2 -1.0 0.2
C -0.3 -0.4 -0.2
C 1.7 0.0 -0.8
C -1.2 -0.1 1.8
C 0.6 0.3 -1.7
C 2.1 0.4 0.3
C -0.9 -1.0 1.2
C 0.8 -1.3 -2.5
C 0.3 -0.6 0.1
C -0.5 0.7 -1.1
C 1.0 0.7 0.1
C -0.3 0.5 1.0
C 2.2 0.0 -2.1
C -0.4 0.5 -0.5
C -0.1 0.4 -0.2
C -0.1 -0.3 0.2
C -0.3 1.6 -0.4
C -1.5 0.2 -0.5
C -0.3 -0.2 3.0
C -1.3 0.6 -0.5
H -0.3 -0.6 0.3
H -0.4 0.3 -0.4
H -0.2 0.3 -0.7
H -0.2 0.2 -0.2
H -0.1 0.4 -0.1
H -0.1 0.4 -0.4
H -0.6 -0.1 0.0
H -0.5 -0.2 -0.1
H -0.6 0.3 -0.2
H -0.5 0.0 -0.3
H 0.4 0.7 -0.3
H 0.0 -0.3 0.8
H 0.5 -0.4 0.9
H -0.2 0.3 -0.1
H -0.8 -0.2 -0.5
H 0.1 -0.3 -0.3
H -0.9 0.4 -0.6
H 0.4 -0.6 -0.5
H -0.5 -0.7 -0.7
H -0.1 0.9 -0.5
H 0.3 -0.8 0.1
H 0.5 0.2 -0.4
H 0.6 -0.2 -0.2
H -0.2 -0.2 -0.3
H 0.2 -0.6 0.4
H 0.0 0.0 0.1
H 0.2 0.4 0.0
H -0.4 0.0 0.0
H 0.3 0.7 0.7
H 0.3 0.1 0.2
H -0.6 0.5 -0.5
H 0.0 0.4 0.1
H 0.1 0.3 -0.4
H 0.6 0.7 0.2
H -0.1 -0.4 0.0
H -0.1 0.1 -0.2
H -0.1 -0.1 -0.9
H -0.3 0.2 -0.1
H 0.0 -0.9 0.2
H 0.1 -0.4 -0.1
H 0.7 0.0 0.3
H 0.6 -0.1 -0.1
H 0.3 -0.7 -0.5
H -0.2 0.3 0.1
H -0.5 -0.3 0.5
H 0.3 -0.1 0.3
H 0.7 0.0 -0.6
H 0.1 0.1 0.1
H 0.4 -0.2 0.0
H 0.4 0.3 0.1
H -0.2 -1.3 -0.2
H -0.2 -0.1 0.2
H -0.1 0.0 0.4
H 0.2 -0.7 0.2
H 0.1 -0.4 -0.3
H 0.0 0.2 -0.1
H -0.5 -0.1 -0.2
H -0.1 -0.3 0.0
H 0.2 0.0 0.0
H -0.4 0.1 0.0
H -0.7 -0.4 0.2
H 0.7 -0.1 0.3
H 0.1 0.4 -0.2
H -0.1 0.3 -0.6
H 0.1 -0.1 0.2
H -0.2 -0.2 0.2
H 0.0 0.2 0.3
H 0.2 0.2 0.1
H 0.4 -0.3 -0.4
H 0.5 -0.3 0.1
H 0.1 -0.3 -0.3
H 0.9 0.3 -0.1
H 0.2 0.0 0.1
H -0.1 0.0 0.6
H 0.2 1.2 0.0
H -0.1 -0.3 0.3
H 0.4 0.8 -0.9
H -0.5 0.0 0.4
H -0.2 0.2 1.0

Formula: C5H8N2O
Source: OMol25
Level of theory: ωB97M-V/def2-TZVPD

## Properties
- Lowest unoccupied orbital energy: 0.0313 hartree
- Relative energy (zero: lowest compared OMol25 entry of this formula, charge and spin): 63.4 kcal per mole
- Structure (SMILES): Cc1onc(N)c1C

Geometry (Å):
O  0.689  -0.459  -1.964
N  -0.236  2.547  -0.367
N  0.701  0.986  -1.928
C  0.245  -0.980  -0.753
C  0.334  -2.432  -0.200
C  0.160  1.335  -0.791
C  -0.421  0.266  1.420
C  -0.136  0.159  -0.043
H  -0.775  -2.649  0.118
H  1.186  -2.448  0.611
H  0.436  -3.080  -0.956
H  -0.010  3.410  -0.882
H  0.122  1.066  1.824
H  -1.514  0.268  1.587
H  -0.037  -0.608  1.860
H  -0.744  2.617  0.465

Forces on the atoms, in the same order (eV/Å):
O 0.4 -0.5 0.9
N 1.3 2.0 -1.7
N -0.3 -0.5 -0.7
C 0.0 3.6 0.6
C -1.7 3.8 2.5
C -0.4 -2.8 -0.8
C -1.8 -1.1 -1.5
C 0.7 -1.6 0.8
H 2.3 0.3 0.4
H -2.0 -0.3 -1.5
H 1.2 -2.5 -2.7
H -0.2 -1.0 0.5
H 0.3 1.4 0.8
H 0.5 0.4 0.4
H 0.3 -1.2 0.9
H -0.6 0.1 1.0

no.,HOMO energy (eV)
1,-9.65
2,-10.32
3,-8.51
4,-8.70